(1)
C14H18Cl2InN2 as an isolated structure in a non-equilibrium geometry. Source: the Open Molecules 2025 dataset; level of theory: ωB97M-V/def2-TZVPD.

Last column: natural (NBO) charge in e.
Positions of all 37 atoms, in Å:
In 2.83308 0.13498 -1.26244  0.963
Cl 1.94003 -2.08277 -0.99398  -0.656
Cl 2.24615 1.54909 0.58297  -0.636
C 4.90999 -0.13615 -1.08064  -0.990
H 5.57464 0.68800 -0.77371  0.166
H 5.39919 -1.09514 -1.32422  0.166
C -1.04039 0.72312 -1.44442  -0.151
C 0.09401 0.78103 -2.07104  -0.249
H -1.18756 1.29269 -0.52314  0.228
C 0.40455 -0.00395 -3.31682  -0.465
H 0.84102 1.53493 -1.75496  0.228
C -0.87360 -0.59244 -3.94348  -0.386
H 0.95770 0.60796 -4.04365  0.209
H 1.05784 -0.86656 -3.07809  0.235
C -1.77218 -1.19492 -2.86123  -0.395
H -1.41447 0.22536 -4.43789  0.181
H -0.62364 -1.34058 -4.70296  0.196
C -2.20971 -0.09429 -1.87719  -0.440
H -2.64902 -1.66622 -3.31770  0.188
H -1.22094 -1.96948 -2.30979  0.206
H -2.93941 0.55891 -2.38694  0.193
H -2.72407 -0.52033 -1.00767  0.208
N -0.18384 -1.65248 2.57662  -0.566
C -0.37517 -1.37541 1.25356  0.241
N -0.61443 -0.09018 1.08076  -0.474
C -0.53654 0.53257 2.29927  0.088
C -0.74932 1.85971 2.66863  -0.184
C -0.81916 2.15650 4.03528  -0.242
C -0.63809 1.15273 5.00532  -0.234
C -0.34704 -0.17390 4.63714  -0.267
C -0.27917 -0.45483 3.28182  0.163
H 0.02482 -2.56700 2.96694  0.410
H -0.30361 -2.13416 0.48322  0.229
H -0.85129 2.59263 1.86998  0.226
H -1.01918 3.18113 4.35382  0.205
H -0.72351 1.41870 6.06106  0.203
H -0.18772 -0.97921 5.35558  0.202

Output
Highest occupied orbital energy (alpha / beta) (hartree): -0.09181 / -0.14845
Strongest force on any atom (hartree/bohr): 0.0471
ΔE to the lowest compared entry with this formula, charge and spin (kcal/mol): 0.00
Charge: -1
E (eV): -48009.8102

=====

(2)
H2N4O2 as an isolated structure in a non-equilibrium geometry. Source: the Open Molecules 2025 dataset; level of theory: ωB97M-V/def2-TZVPD.

Last column: natural (NBO) charge in e.
Positions of all 8 atoms, in Å:
N -0.62407 2.16555 -0.14255  -0.520
N 0.37325 1.56537 0.05487  0.280
N 1.30590 1.09478 0.43144  -0.118
N 1.48936 -1.07867 -0.41864  0.258
O -0.81908 -1.64622 -0.07973  -0.768
O 0.82855 -1.66267 0.28339  0.050
H -1.24119 1.62432 -0.70376  0.380
H -1.31271 -2.06245 0.57498  0.438

Output
Highest occupied orbital energy (alpha / beta) (hartree): -0.36638 / -0.35689
Strongest force on any atom (hartree/bohr): 0.0701
ΔE to the lowest compared entry with this formula, charge and spin (kcal/mol): 109.91
E (eV): -10080.4303

=====

(3)
An isolated ion of composition C3H7INO and charge +1 in a non-equilibrium geometry. Source: the Open Molecules 2025 dataset; level of theory: ωB97M-V/def2-TZVPD.

Last column: natural (NBO) charge in e.
Positions of all 13 atoms, in Å:
I 2.85048 -0.19320 0.09822  0.174
C 0.93730 0.18182 -0.89124  0.067
N -0.08944 -0.95655 -0.51806  -0.562
C -1.05471 -0.41121 0.48456  -0.250
C -0.35313 0.99756 0.76051  -0.105
O 0.25222 1.32743 -0.46782  -0.474
H 1.16910 0.58998 -1.92496  0.289
H 0.40738 -1.53036 0.12739  0.456
H -0.47287 -1.36497 -1.38290  0.468
H -1.13552 -1.10306 1.28722  0.241
H -1.99259 -0.34305 0.04444  0.237
H -0.97399 1.87407 0.89836  0.251
H 0.45578 0.93153 1.48429  0.208

Output
Highest occupied orbital energy (hartree): -0.52158
Strongest force on any atom (hartree/bohr): 0.0598
ΔE to the lowest compared entry with this formula, charge and spin (kcal/mol): 27.06
SMILES string: I[C@H]1[NH2+]CCO1
Charge: +1
E (eV): -14854.2252

=====

What is the formula in the first record?
C14H18Cl2InN2